Formula: C39H94AsF6N10O7Tl
Source: the OMol25 dataset
Level of theory: ωB97M-V with the def2-TZVPD basis set

Geometry as XYZ:
```
158
Properties=species:S:1:pos:R:3:forces:R:3:mulliken_charge:R:1
Tl 4.3889 2.3964 3.4269 -0.47 -0.66 -0.48 1.1006
As 1.3220 0.5795 0.3950 1.89 -0.44 0.91 2.3717
F 1.9320 -1.0412 0.7638 -0.56 0.47 -0.16 -0.2909
F 0.1366 0.3770 1.6704 -0.35 0.27 -0.24 -0.6283
F 0.8758 2.2327 0.0120 -0.33 -0.79 0.14 -0.6155
F 2.5582 0.6370 -0.8412 -0.47 0.19 -0.06 -0.6096
F 0.1610 -0.1235 -0.7312 0.30 0.62 0.25 -0.4778
F 2.4211 1.2139 1.6175 -0.73 -0.31 -0.89 -0.4604
C -3.2886 0.7931 2.2650 -0.45 0.16 -0.61 -1.2281
C -3.1459 -0.2831 3.3329 0.56 1.62 0.33 1.2369
N -4.2194 -0.1689 4.3491 0.97 -1.67 -0.98 0.1809
C -5.4582 -0.5999 3.7185 -1.38 0.21 0.86 -0.0453
C -6.6966 -0.5340 4.6221 -0.58 -0.55 -0.88 -1.6183
C -3.9340 -0.8960 5.5953 0.13 0.25 0.76 -0.2296
C -3.7417 -2.4188 5.4679 -0.96 0.21 -0.82 -0.9585
H -3.3968 1.7704 2.7365 -0.03 -0.02 0.04 0.4069
H -4.1491 0.6554 1.6083 -0.07 -0.04 0.08 0.3007
H -2.4185 0.8472 1.6090 0.15 -0.21 0.18 -0.1091
H -3.0528 -1.2821 2.8883 -0.31 -0.19 0.07 -0.0163
H -2.1731 -0.0321 3.7626 -0.12 -0.42 0.57 -0.5645
H -5.7325 -0.0250 2.8353 0.61 0.25 -0.01 0.3646
H -5.3341 -1.6361 3.3643 0.07 -0.10 -0.03 0.1604
H -6.6669 -1.2019 5.4799 0.17 0.40 0.28 0.4085
H -7.0255 0.4837 4.8242 0.47 0.04 0.54 0.3348
H -7.5417 -0.9216 4.0424 0.15 -0.11 -0.15 0.4547
H -4.7630 -0.7567 6.2893 -0.22 0.07 -0.29 0.5030
H -3.1151 -0.4739 6.1808 0.36 0.32 -0.71 -0.0927
H -4.7059 -2.7564 5.0766 0.02 -0.54 0.42 0.3494
H -3.5445 -2.8349 6.4520 -0.01 -0.13 -0.07 0.4511
H -3.0312 -2.7811 4.7242 0.43 0.35 0.25 0.0546
C -7.0100 -1.2327 -2.1393 -0.42 -0.86 0.06 -1.2732
C -5.9081 -2.3057 -2.3083 -1.67 0.91 0.11 -0.2328
N -5.3704 -2.7317 -1.0235 2.73 -0.30 -2.48 0.3899
C -4.7432 -4.0595 -1.1345 -0.21 -0.71 1.04 -0.1035
C -4.8575 -4.8029 0.1935 -0.06 -0.09 0.37 -1.0581
C -4.4349 -1.7779 -0.4333 -1.13 0.23 1.21 -0.2385
C -3.1645 -1.4005 -1.2014 -0.15 -0.30 -0.75 -0.3785
H -6.6924 -0.3309 -1.6225 0.08 -0.01 -0.04 0.3128
H -7.8137 -1.7266 -1.5901 -0.02 0.32 0.25 0.3263
H -7.4570 -0.9767 -3.0988 0.32 0.12 -0.10 0.4156
H -6.3551 -3.1666 -2.7989 0.06 -0.06 0.05 0.5028
H -5.1805 -1.8778 -3.0114 0.56 -0.24 0.34 0.2059
H -5.1721 -4.6889 -1.9107 -0.30 0.41 -0.14 0.5452
H -3.6812 -3.9414 -1.3836 0.05 0.09 0.00 0.0176
H -4.4970 -4.1737 1.0080 -0.16 -0.05 0.08 0.0411
H -5.9010 -5.0650 0.3656 0.01 0.08 0.12 0.3853
H -4.2674 -5.7173 0.2428 0.11 0.07 -0.34 0.3839
H -4.1413 -2.1794 0.5402 -0.02 0.02 0.03 -0.5599
H -5.0113 -0.8710 -0.2405 0.10 0.11 0.02 0.3829
H -2.5561 -0.7305 -0.5969 -0.02 0.01 0.02 0.0515
H -3.4361 -0.9155 -2.1404 0.11 0.18 0.07 0.5934
H -2.5816 -2.2870 -1.4569 0.09 0.04 0.15 -0.0247
C 3.8408 0.3359 -3.9417 1.11 0.47 -0.22 -1.5868
C 2.7830 1.4353 -3.8096 -1.29 -0.01 -0.07 0.8647
N 2.7213 2.3889 -4.9005 1.37 -0.83 -0.54 1.4525
C 2.2217 1.8960 -6.1844 -1.04 0.09 0.22 -0.4998
C 0.8277 1.2813 -6.1304 -0.51 0.23 0.39 -0.8554
C 3.9719 3.1438 -5.0552 -0.50 1.16 0.30 -0.6722
C 3.7818 4.4418 -5.8531 0.16 -0.07 0.52 -1.4364
H 3.7907 -0.2843 -3.0488 -0.01 -0.11 -0.10 0.2331
H 4.8179 0.8258 -3.9883 0.07 -0.12 0.36 0.4842
H 3.8198 -0.2516 -4.8597 -0.62 -0.14 0.10 0.3133
H 1.8090 0.9412 -3.7551 -0.05 0.13 0.16 -0.7708
H 2.9320 1.9843 -2.8749 0.13 -0.06 -0.03 -0.0580
H 2.1632 2.7466 -6.8595 0.43 -0.10 -0.15 0.3793
H 2.9186 1.1293 -6.5468 0.19 0.17 -0.25 0.4234
H 0.3983 1.1282 -7.1199 0.47 -0.28 -0.15 0.5017
H 0.8082 0.3554 -5.5605 0.01 -0.12 -0.19 -0.0637
H 0.0988 1.9611 -5.6772 0.23 0.07 0.22 0.2354
H 4.7678 2.5313 -5.4919 -0.13 -0.22 -0.14 0.3740
H 4.3045 3.4259 -4.0545 0.00 -0.20 0.09 0.4134
H 4.6220 5.1089 -5.6603 0.16 -0.16 -0.17 0.4350
H 2.9184 4.9684 -5.4419 -0.18 -0.04 -0.31 0.1962
H 3.6990 4.2849 -6.9246 -0.11 0.09 0.00 0.4477
C -0.5993 3.1906 3.3862 -0.23 0.48 0.21 -0.8883
C 0.4084 2.5663 4.2968 0.74 -0.05 -0.11 0.4948
O 1.5843 2.5463 3.9446 0.10 0.08 0.50 -0.4859
N 0.0157 2.0127 5.4715 -0.40 0.06 -0.64 -0.0116
C -1.3522 1.8519 5.9394 0.13 0.55 0.26 -0.9770
H -1.0960 2.4002 2.8263 -0.14 0.14 -0.09 -0.1636
H -0.0557 3.8486 2.7142 0.05 -0.26 -0.19 0.3332
H -1.3094 3.8298 3.9140 -0.22 -0.31 0.05 0.5187
H 0.7613 1.6330 6.0318 0.03 -0.02 -0.01 0.3104
H -1.4001 0.9060 6.4735 -0.23 0.09 0.13 0.3934
H -2.1107 1.8681 5.1572 0.35 -0.27 -0.33 0.1649
H -1.6385 2.6866 6.5841 0.05 -0.21 0.33 0.3181
C -0.6694 2.6046 -2.5241 1.31 -0.39 -0.49 0.1308
C -0.9233 3.8308 -3.3797 -1.19 -0.43 0.51 0.4432
O -1.9755 4.4409 -3.2633 0.23 0.20 -0.15 -0.6402
N 0.0392 4.1902 -4.2538 0.11 0.07 -0.38 0.2115
C -0.0878 5.3256 -5.1610 0.01 -0.12 0.11 -1.1017
H 0.4169 2.5510 -2.3966 -0.08 -0.11 0.45 -0.4231
H -0.9098 1.6583 -3.0146 -0.33 0.23 -0.35 0.0918
H -1.1613 2.5852 -1.5591 -0.06 0.48 -0.04 0.4852
H 0.8503 3.5983 -4.3824 0.06 -0.04 0.31 -0.3210
H 0.1251 5.0182 -6.1850 0.14 -0.01 0.02 0.3172
H 0.6082 6.1048 -4.8500 -0.10 0.15 -0.18 0.3125
H -1.1048 5.7065 -5.1461 0.02 -0.01 0.20 0.4267
C 5.6840 4.7848 -0.6329 0.69 0.59 -0.05 -1.5416
C 4.4046 4.0985 -0.2375 0.36 -0.33 0.47 0.6966
O 4.3776 3.2339 0.6404 0.18 0.45 -0.27 -0.5076
N 3.2606 4.4572 -0.8604 -0.04 0.04 0.31 0.1886
C 3.0059 5.6059 -1.7194 -0.23 -0.79 -0.01 -0.8679
H 5.7231 5.8201 -0.2806 -0.36 0.00 0.07 0.3990
H 5.8827 4.8602 -1.7037 -0.32 -0.22 -0.07 0.3521
H 6.5552 4.3243 -0.1719 -0.26 -0.35 0.04 0.3555
H 2.4643 4.0010 -0.4360 -0.13 -0.05 -0.11 0.0225
H 2.0055 5.9485 -1.4605 0.07 0.29 -0.21 0.3460
H 3.0003 5.2533 -2.7567 0.01 0.42 -0.09 0.1388
H 3.7211 6.4143 -1.5890 0.03 -0.09 0.04 0.3783
C 1.6031 -2.6405 -2.2800 0.69 0.18 -0.23 -0.0788
C 1.6767 -2.8506 -3.7785 0.10 -0.69 0.08 0.2841
O 2.5128 -3.5522 -4.3260 -0.11 0.34 0.29 -0.6642
N 0.7272 -2.2206 -4.5268 -0.27 0.59 0.07 -0.0130
C -0.3687 -1.4224 -3.9927 0.14 -0.77 -0.32 -0.9059
H 1.7125 -1.5752 -2.0722 -0.22 0.02 0.20 -0.3492
H 2.4580 -3.1434 -1.8332 -0.04 -0.09 -0.04 0.2964
H 0.6929 -3.0149 -1.8143 -0.13 0.09 -0.15 0.3001
H 0.7494 -2.4511 -5.5077 -0.01 0.01 -0.03 0.2544
H -0.9304 -2.0373 -3.2857 -0.13 0.24 0.17 0.3634
H -1.0322 -1.1772 -4.8192 0.00 0.14 0.05 0.3355
H -0.0280 -0.5136 -3.4953 0.01 -0.01 0.07 0.0483
C 4.6521 -2.1671 1.8273 -0.92 0.23 0.23 -0.3978
C 5.1892 -0.8965 1.2024 0.40 0.08 0.78 0.2351
O 5.0170 0.1740 1.7724 0.18 0.24 0.06 -0.4852
N 5.9234 -0.9591 0.0792 0.40 -0.45 -0.53 -0.0348
C 6.0970 -2.1356 -0.7586 -1.17 -0.49 0.46 -0.8065
H 4.2503 -2.8969 1.1258 0.23 0.02 -0.13 0.3206
H 3.8289 -1.8039 2.4434 -0.11 -0.09 -0.09 -0.4657
H 5.3145 -2.6610 2.5379 0.49 0.14 -0.35 0.4946
H 6.3165 -0.0917 -0.2464 -0.14 0.11 0.13 0.2918
H 6.7236 -1.9076 -1.6121 0.09 -0.08 0.06 0.3489
H 5.1087 -2.4779 -1.0879 0.07 0.24 -0.52 0.1072
H 6.4355 -3.0157 -0.2087 0.67 0.31 0.08 0.3379
C 2.6397 -1.7426 5.9744 -0.27 -0.07 0.18 -1.5967
C 2.3351 -0.8651 4.7683 1.14 -0.35 0.77 0.1443
O 3.2034 -0.1290 4.3160 -0.12 0.14 0.04 -0.2569
N 1.1199 -0.9693 4.2299 -1.12 -0.09 -0.88 1.8463
C 0.0449 -1.7958 4.7321 -0.19 -0.41 0.62 -1.1902
H 3.3730 -1.2337 6.5941 0.10 -0.07 -0.10 0.4030
H 3.0319 -2.7156 5.6718 0.22 0.14 -0.23 0.2782
H 1.7769 -1.9951 6.5916 -0.09 0.26 -0.03 0.3724
H 0.9258 -0.3749 3.4324 0.17 -0.01 -0.02 -0.7208
H 0.2705 -2.8632 4.8006 0.45 0.05 -0.03 0.5076
H -0.8543 -1.7798 4.1203 0.21 0.52 -0.28 -0.0599
H -0.2322 -1.4821 5.7413 -0.21 0.00 0.01 0.3775
C -1.5638 -3.6949 1.3732 0.12 0.99 -0.59 0.9209
C -0.7555 -4.8825 0.8694 -1.08 -0.67 0.58 0.0123
O -1.3769 -5.8381 0.4115 0.12 0.34 -0.37 -0.6754
N 0.5718 -4.9360 1.0405 -0.14 0.52 -0.04 -0.0301
C 1.4055 -3.9725 1.7229 0.79 -0.31 0.23 0.2983
H -1.0247 -2.7471 1.4528 0.31 -0.21 0.36 -0.2163
H -2.1012 -3.9201 2.2929 0.23 -0.18 0.11 0.4008
H -2.3211 -3.4494 0.6274 -0.04 -0.48 -0.08 -0.7089
H 1.0055 -5.7514 0.6340 0.00 -0.07 0.12 0.2962
H 0.8621 -3.2644 2.3412 -0.28 0.07 -0.37 -0.3673
H 2.0457 -3.4476 1.0122 -0.14 0.18 0.17 -0.3197
H 2.0432 -4.5071 2.4320 0.11 -0.03 -0.13 0.3370
```
Forces are in eV/Å.

Output
Total charge ... +2
E_LUMO ... -0.41264 Ha
2S+1 ... 1
Electronic energy ... -153025.773 eV
ΔE to the lowest compared entry with this formula, charge and spin ... 33.62 kcal per mole
HOMO level ... -12.668 eV